No. 1
Below is a cluster of 9 separate species, C38H101N11O13 in total at a distorted geometry, with properties calculated with ωB97M-V/def2-TZVPD.

## Properties
SMILES: COC[C@H](C)N.COC[C@H](C)N.COC[C@H](C)N.COCCNCCOC.COCCNCCOC.COCCNCCOC.COCCNCCOC.NC(N)=O.NC(N)=O
Multiplicity: 1
E (hartree): -3088.62965

The geometry in XYZ format:
```
163
C38H101N11O13 ωB97M-V/def2-TZVPD
C 3.629 1.244 -2.151
O 3.634 0.144 -1.563
N 4.591 1.686 -2.984
N 2.645 2.139 -1.889
H 5.449 1.247 -2.791
H 4.657 2.669 -3.198
H 1.923 1.861 -1.230
H 2.784 3.137 -2.061
C -2.332 -6.386 1.681
O -3.102 -6.655 2.612
N -1.012 -6.688 1.700
N -2.785 -5.511 0.724
H -0.743 -6.901 2.636
H -0.258 -6.306 1.156
H -3.817 -5.450 0.748
H -2.298 -5.624 -0.144
C -2.174 -2.051 0.378
O -0.939 -1.510 0.052
C -0.986 -0.556 -0.937
C 0.318 0.117 -1.109
N 0.513 1.102 -0.082
C 1.228 0.485 1.042
C 0.908 1.172 2.362
O -0.502 1.151 2.648
C -0.903 -0.082 3.211
H -1.976 -2.974 0.932
H -2.613 -2.520 -0.488
H -2.882 -1.368 0.801
H -1.708 0.233 -0.620
H -1.278 -0.980 -1.865
H 0.444 0.528 -2.114
H 1.102 -0.647 -0.979
H -0.361 1.448 0.253
H 2.327 0.529 1.000
H 0.841 -0.518 1.143
H 1.029 2.196 2.334
H 1.535 0.764 3.164
H -0.684 -0.939 2.560
H -1.992 0.007 3.469
H -0.428 -0.194 4.214
C -0.474 -3.943 -4.277
O 0.722 -3.284 -4.597
C 0.539 -1.903 -4.201
C 1.660 -1.036 -4.715
N 1.418 -0.590 -6.092
C 2.494 0.062 -6.792
C 2.808 1.470 -6.200
O 1.613 2.219 -6.238
C 1.740 3.575 -5.920
H -0.333 -5.044 -4.563
H -1.344 -3.479 -4.832
H -0.736 -3.955 -3.226
H 0.605 -1.810 -3.092
H -0.456 -1.569 -4.547
H 2.626 -1.560 -4.702
H 1.779 -0.212 -3.942
H 0.576 -0.051 -6.162
H 2.264 0.260 -7.861
H 3.457 -0.533 -6.758
H 3.608 1.950 -6.740
H 3.107 1.431 -5.205
H 2.288 4.075 -6.732
H 2.227 3.785 -4.949
H 0.697 3.928 -5.998
C 5.834 0.922 1.760
O 5.296 1.986 2.444
C 5.633 1.951 3.823
C 5.110 3.118 4.578
N 3.706 2.946 4.933
C 3.173 4.009 5.767
C 1.669 3.848 5.882
O 1.473 2.578 6.556
C 0.211 1.962 6.289
H 5.900 1.191 0.714
H 5.265 -0.004 1.845
H 6.853 0.736 2.017
H 6.760 1.936 3.870
H 5.370 0.963 4.167
H 5.233 3.996 3.930
H 5.760 3.368 5.481
H 3.642 2.063 5.414
H 3.449 4.983 5.286
H 3.607 3.939 6.738
H 1.220 3.800 4.887
H 1.251 4.703 6.418
H -0.569 2.517 6.788
H 0.280 0.939 6.670
H 0.012 1.858 5.218
C -3.394 -5.510 -2.803
O -3.405 -4.210 -2.172
C -4.585 -3.508 -2.353
C -5.827 -4.143 -1.764
N -5.697 -4.291 -0.312
C -5.886 -3.078 0.515
C -7.144 -2.330 0.213
O -8.291 -3.140 0.258
C -9.486 -2.489 0.034
H -2.363 -5.753 -3.065
H -3.957 -5.432 -3.782
H -3.786 -6.254 -2.197
H -4.765 -3.305 -3.467
H -4.466 -2.573 -1.840
H -5.987 -5.145 -2.195
H -6.704 -3.553 -2.097
H -6.262 -5.080 0.008
H -5.029 -2.417 0.354
H -5.902 -3.321 1.601
H -6.994 -1.924 -0.791
H -7.269 -1.510 0.926
H -10.233 -3.217 -0.141
H -9.446 -1.893 -0.905
H -9.748 -1.901 0.920
C 1.927 -2.474 2.471
C 1.658 -3.018 1.070
C 2.831 -2.604 0.155
O 2.679 -3.157 -1.141
C 3.864 -3.169 -1.945
N 1.533 -4.482 1.160
H 2.414 -1.496 2.593
H 2.526 -3.278 2.950
H 1.001 -2.414 3.054
H 0.752 -2.521 0.686
H 3.850 -2.936 0.583
H 2.910 -1.479 0.110
H 4.618 -3.723 -1.387
H 4.129 -2.121 -2.095
H 3.645 -3.804 -2.820
H 1.443 -4.841 0.250
H 2.464 -4.729 1.514
C -3.408 3.790 -0.230
C -3.880 3.211 1.094
C -4.093 1.735 0.864
O -5.096 1.614 -0.142
C -4.995 0.478 -0.943
N -2.944 3.313 2.203
H -3.441 4.876 -0.260
H -4.039 3.374 -1.039
H -2.415 3.413 -0.530
H -4.783 3.766 1.431
H -4.324 1.158 1.792
H -3.158 1.304 0.473
H -4.469 -0.380 -0.491
H -4.349 0.642 -1.861
H -5.960 0.186 -1.317
H -2.818 4.193 2.679
H -2.047 3.050 1.898
C 4.221 5.394 2.030
C 3.766 4.397 0.941
C 2.256 4.356 1.029
O 1.810 5.582 0.431
C 0.399 5.558 0.390
N 4.202 4.830 -0.394
H 5.273 5.425 2.179
H 3.743 5.079 2.953
H 3.885 6.391 1.770
H 4.259 3.414 1.119
H 2.015 4.355 2.140
H 1.749 3.538 0.474
H -0.017 4.717 -0.250
H 0.186 6.553 0.000
H 0.006 5.515 1.399
H 3.372 5.258 -0.832
H 4.673 4.046 -0.896
```

=====

No. 2
Below is a cluster of 9 separate species, C38H101N7O11 in total at a distorted geometry, with properties calculated with ωB97M-V/def2-TZVPD.

## Properties
SMILES: COC[C@H](C)N.COC[C@H](C)N.COC[C@H](C)N.COC[C@H](C)N.COC[C@H](C)N.COCCNCCOC.COCCNCCOC.CC(C)O.CC(C)O
Multiplicity: 1
E (hartree): -2718.99319

The geometry in XYZ format:
```
157
C38H101N7O11 ωB97M-V/def2-TZVPD
C 2.460 0.457 -1.010
C 1.347 -0.426 -0.468
C 1.232 -0.404 1.069
O 0.163 -0.002 -1.074
H 2.568 0.433 -2.095
H 3.437 0.093 -0.692
H 2.343 1.524 -0.815
H 1.623 -1.446 -0.737
H 2.243 -0.604 1.424
H 0.627 -1.270 1.337
H 0.942 0.547 1.516
H 0.192 -0.338 -1.973
C -1.259 -9.597 -1.331
C -0.529 -9.423 -0.028
C 0.149 -8.060 0.074
O -1.447 -9.705 1.053
H -0.558 -9.674 -2.162
H -1.983 -8.785 -1.409
H -1.828 -10.523 -1.416
H 0.251 -10.182 -0.089
H -0.603 -7.281 0.197
H 0.722 -7.754 -0.802
H 0.827 -8.024 0.927
H -1.978 -10.481 0.857
C -5.480 -2.864 -6.462
O -4.140 -3.320 -6.321
C -3.633 -3.189 -4.986
C -2.232 -3.825 -4.899
N -1.245 -2.990 -5.538
C -0.050 -3.839 -5.576
C 1.203 -3.179 -6.286
O 2.435 -3.914 -6.075
C 3.212 -3.528 -4.891
H -5.683 -1.842 -6.140
H -6.123 -3.479 -5.833
H -5.778 -2.929 -7.509
H -4.294 -3.618 -4.233
H -3.590 -2.145 -4.675
H -2.355 -4.843 -5.269
H -2.042 -3.895 -3.828
H -1.622 -2.647 -6.410
H -0.149 -4.760 -6.150
H 0.227 -4.157 -4.570
H 1.192 -2.118 -6.037
H 1.095 -3.256 -7.368
H 4.224 -3.931 -4.924
H 2.705 -3.891 -3.996
H 3.138 -2.449 -4.759
C -5.766 2.578 4.001
O -6.380 2.645 2.730
C -5.910 1.666 1.818
C -7.053 1.334 0.801
N -7.507 2.424 -0.101
C -8.357 1.874 -1.199
C -8.905 2.966 -2.147
O -9.776 2.368 -3.150
C -11.041 1.908 -2.560
H -6.146 3.407 4.598
H -4.677 2.564 3.955
H -6.060 1.730 4.620
H -5.850 0.719 2.355
H -5.054 2.095 1.297
H -7.947 0.937 1.282
H -6.702 0.531 0.153
H -6.663 2.595 -0.628
H -9.120 1.367 -0.609
H -7.904 1.021 -1.705
H -8.064 3.370 -2.711
H -9.324 3.755 -1.522
H -11.610 1.171 -3.127
H -11.699 2.760 -2.387
H -10.847 1.390 -1.620
C 11.304 3.660 -0.706
C 10.001 3.829 -1.508
C 9.414 2.467 -1.940
O 8.308 2.691 -2.798
C 8.627 2.963 -4.181
N 9.114 4.496 -0.595
H 11.973 2.990 -1.246
H 11.188 3.159 0.255
H 11.855 4.554 -0.411
H 10.239 4.474 -2.353
H 9.003 1.902 -1.104
H 10.221 1.848 -2.332
H 7.689 3.133 -4.709
H 9.100 2.090 -4.630
H 9.338 3.772 -4.352
H 8.156 4.418 -0.907
H 9.158 3.901 0.220
C 1.175 6.720 4.067
C -0.283 7.008 4.377
C -0.381 7.819 5.644
O -0.304 6.895 6.733
C -0.244 7.481 8.037
N -0.851 7.676 3.246
H 1.609 6.229 4.939
H 1.740 7.606 3.777
H 1.292 6.055 3.211
H -0.915 6.129 4.507
H -1.355 8.304 5.704
H 0.277 8.689 5.643
H -1.059 8.182 8.221
H 0.710 7.962 8.256
H -0.426 6.678 8.751
H -0.523 8.629 3.187
H -1.860 7.651 3.275
C -1.650 5.233 -4.549
C -2.285 5.845 -3.293
C -3.270 6.998 -3.584
O -2.654 8.053 -4.383
C -1.551 8.687 -3.762
N -2.883 4.820 -2.490
H -1.138 6.019 -5.105
H -2.302 4.764 -5.286
H -0.968 4.420 -4.302
H -1.501 6.210 -2.630
H -3.628 7.404 -2.638
H -4.065 6.465 -4.104
H -0.707 8.017 -3.597
H -1.897 9.166 -2.845
H -1.097 9.425 -4.424
H -2.904 5.074 -1.512
H -2.271 4.017 -2.527
C 7.208 -3.771 2.742
C 8.667 -3.815 3.159
C 9.538 -3.283 1.963
O 10.876 -3.735 1.956
C 11.093 -5.099 1.731
N 8.900 -2.915 4.297
H 6.985 -4.464 1.931
H 6.964 -2.799 2.314
H 6.554 -3.983 3.588
H 8.889 -4.837 3.465
H 9.610 -2.198 2.034
H 9.117 -3.560 0.996
H 12.076 -5.354 2.126
H 11.007 -5.381 0.682
H 10.331 -5.708 2.218
H 9.890 -2.915 4.497
H 8.449 -3.377 5.073
C -6.461 -4.661 5.761
C -5.260 -5.121 4.870
C -4.032 -5.150 5.740
O -3.589 -3.840 6.113
C -2.218 -3.772 6.423
N -5.615 -6.427 4.356
H -6.589 -5.536 6.397
H -7.362 -4.518 5.164
H -6.268 -3.841 6.453
H -4.979 -4.410 4.093
H -3.310 -5.604 5.060
H -4.140 -5.887 6.536
H -1.889 -2.749 6.603
H -1.514 -4.214 5.718
H -1.956 -4.162 7.407
H -6.283 -6.384 3.600
H -4.805 -6.852 3.930
```

=====

No. 3
Below is a cluster of 10 separate species, C38H102N10O16 in total at a distorted geometry, with properties calculated with ωB97M-V/def2-TZVPD.

## Properties
SMILES: COCCNCCOC.COCCNCCOC.COCCNCCOC.COCCNCCOC.COCCNCCOC.COCCNCCOC.NC(N)=O.NC(N)=O.O.O
Multiplicity: 1
E (hartree): -3260.17245

The geometry in XYZ format:
```
166
C38H102N10O16 ωB97M-V/def2-TZVPD
C -0.818 0.617 -1.797
O -0.316 0.109 -2.792
N -0.495 0.184 -0.520
N -1.668 1.689 -1.804
H -0.947 0.566 0.289
H 0.321 -0.395 -0.454
H -2.046 2.009 -0.929
H -1.773 2.220 -2.648
C -0.165 2.624 3.658
O -1.032 3.482 3.656
N 1.149 2.897 3.940
N -0.472 1.310 3.334
H 1.372 3.856 4.130
H 1.873 2.218 4.079
H -1.357 1.255 2.841
H 0.234 0.598 3.353
C -3.427 5.114 -2.156
O -4.812 5.199 -2.340
C -5.570 4.190 -1.653
C -5.722 4.649 -0.219
N -6.567 5.825 -0.204
C -6.815 6.356 1.137
C -7.925 5.604 1.843
O -9.160 5.963 1.267
C -10.251 5.911 2.177
H -3.124 5.607 -1.217
H -2.902 5.569 -2.991
H -3.067 4.086 -2.004
H -5.044 3.240 -1.747
H -6.511 4.189 -2.197
H -4.751 4.856 0.256
H -6.216 3.872 0.373
H -6.216 6.532 -0.833
H -7.155 7.390 1.063
H -5.856 6.328 1.679
H -7.913 5.805 2.922
H -7.756 4.519 1.749
H -11.153 5.776 1.581
H -10.344 6.867 2.699
H -10.141 5.053 2.843
C -4.883 -4.179 7.275
O -4.237 -2.955 6.976
C -5.109 -1.829 7.053
C -4.283 -0.591 6.772
N -4.499 -0.131 5.404
C -3.690 1.030 5.030
C -3.965 1.495 3.620
O -3.244 0.832 2.575
C -3.537 -0.537 2.387
H -4.531 -4.954 6.598
H -5.971 -4.092 7.230
H -4.615 -4.461 8.301
H -5.501 -1.757 8.077
H -5.913 -1.974 6.328
H -3.226 -0.874 6.891
H -4.518 0.243 7.431
H -4.427 -0.876 4.730
H -2.613 0.804 5.074
H -3.952 1.827 5.726
H -3.652 2.540 3.536
H -5.032 1.522 3.363
H -3.147 -1.196 3.164
H -3.077 -0.825 1.437
H -4.609 -0.700 2.217
C 6.723 2.040 -6.463
O 6.384 3.047 -5.552
C 5.338 3.882 -5.987
C 3.986 3.240 -6.008
N 3.624 2.773 -4.652
C 2.439 3.305 -3.995
C 1.174 2.995 -4.755
O 1.021 3.782 -5.892
C -0.263 3.645 -6.472
H 7.415 1.356 -5.970
H 7.246 2.411 -7.356
H 5.866 1.448 -6.803
H 5.603 4.360 -6.947
H 5.364 4.748 -5.317
H 3.888 2.356 -6.640
H 3.268 3.978 -6.367
H 4.427 2.873 -4.045
H 2.570 4.400 -3.928
H 2.317 2.914 -2.985
H 0.330 3.099 -4.044
H 1.163 1.895 -4.874
H -1.057 3.869 -5.752
H -0.363 2.636 -6.886
H -0.351 4.355 -7.293
C -0.266 -3.707 -0.051
O 0.189 -3.413 1.263
C 0.588 -4.551 1.980
C 1.055 -4.140 3.361
N 1.351 -5.313 4.198
C 2.620 -5.955 3.801
C 3.156 -6.838 4.927
O 4.329 -7.502 4.560
C 5.507 -6.744 4.604
H -1.104 -4.408 -0.121
H 0.582 -4.031 -0.661
H -0.629 -2.740 -0.403
H 1.274 -5.211 1.434
H -0.294 -5.196 2.156
H 0.234 -3.575 3.807
H 1.933 -3.477 3.313
H 1.685 -4.880 5.063
H 3.410 -5.260 3.463
H 2.486 -6.550 2.889
H 2.422 -7.631 5.086
H 3.184 -6.244 5.854
H 6.344 -7.275 4.151
H 5.811 -6.489 5.628
H 5.418 -5.815 4.025
C 2.681 -6.156 -7.508
O 2.739 -5.104 -6.592
C 2.017 -3.948 -7.023
C 1.982 -2.977 -5.879
N 1.091 -3.491 -4.841
C 1.090 -2.652 -3.622
C 2.394 -2.676 -2.839
O 3.453 -1.828 -3.228
C 3.203 -0.509 -2.779
H 2.917 -7.097 -7.001
H 3.414 -6.067 -8.320
H 1.680 -6.307 -7.932
H 1.022 -4.255 -7.369
H 2.517 -3.502 -7.898
H 1.631 -1.996 -6.196
H 3.002 -2.909 -5.483
H 1.399 -4.424 -4.586
H 0.253 -2.927 -2.981
H 0.836 -1.673 -4.034
H 2.769 -3.707 -2.796
H 2.140 -2.446 -1.786
H 2.209 -0.313 -2.365
H 3.290 0.262 -3.555
H 3.954 -0.283 -2.019
C 6.443 -3.561 2.268
O 5.062 -3.428 2.448
C 4.418 -2.569 1.537
C 5.057 -1.205 1.369
N 4.257 -0.300 0.546
C 2.980 0.104 1.181
C 2.770 1.616 1.139
O 3.950 2.337 1.366
C 4.036 2.937 2.630
H 6.816 -4.294 2.990
H 7.038 -2.669 2.487
H 6.701 -3.980 1.287
H 3.420 -2.425 1.966
H 4.219 -3.054 0.571
H 6.025 -1.271 0.868
H 5.217 -0.779 2.377
H 4.759 0.580 0.479
H 2.948 -0.289 2.206
H 2.153 -0.336 0.614
H 2.014 1.900 1.887
H 2.333 1.924 0.184
H 3.193 3.617 2.802
H 4.960 3.506 2.668
H 4.034 2.173 3.419
O -3.102 -0.339 -4.060
H -3.578 0.317 -4.577
H -2.288 0.107 -3.786
O -3.813 2.176 0.085
H -3.873 2.083 1.044
H -4.451 1.543 -0.261
```

=====

Number 1: M 920.29 g/mol. Number 2: M 832.26 g/mol. Number 3: M 955.29 g/mol.